Computed, not measured: a structure of composition C33H33N6O3P2PtS2, with wB97M-V/def2-TZVPD.

Geometry as XYZ:
```
80
Properties=species:S:1:pos:R:3:forces:R:3:lowdin_charge:R:1
Pt -1.82684 0.37890 -0.46930 1.025 -1.507 -0.032 1.076
S -0.38715 0.77723 1.85018 -0.708 0.529 0.015 0.440
P 0.76112 -0.43412 0.80646 0.804 0.244 -0.230 0.469
C -0.33032 -0.81366 -0.50398 -0.482 -0.085 0.700 -0.711
P -1.07025 -2.36248 -0.79218 -0.019 -0.572 -0.104 0.469
S -2.70893 -1.70909 -1.70577 -0.624 0.677 0.107 0.469
C -1.47080 -3.22874 0.73721 0.120 -0.085 0.164 -0.332
C -2.39938 -2.65978 1.61440 0.011 -0.115 -0.004 -0.090
C -2.70330 -3.29950 2.80574 0.019 0.018 -0.045 -0.055
C -2.09837 -4.51058 3.12348 -0.015 0.038 0.022 -0.062
C -1.18180 -5.08051 2.25371 0.027 0.026 -0.031 -0.068
C -0.85783 -4.43885 1.06608 0.010 0.071 0.069 -0.079
C -0.01650 -3.42410 -1.75814 0.145 -0.100 -0.195 -0.342
C -0.46651 -4.69429 -2.12295 0.042 0.022 -0.052 -0.086
C 0.34480 -5.51523 -2.88743 -0.012 -0.008 -0.013 -0.055
C 1.59945 -5.07298 -3.29198 0.006 0.000 0.006 -0.057
C 2.03896 -3.80120 -2.95376 -0.042 0.040 0.040 -0.058
C 1.22856 -2.96986 -2.19111 -0.058 -0.075 -0.028 -0.074
C 1.39552 -1.82346 1.74456 0.054 -0.147 0.037 -0.351
C 2.36515 -2.66546 1.18982 -0.009 0.008 0.030 -0.082
C 2.83665 -3.74654 1.91669 -0.033 0.039 -0.008 -0.058
C 2.35274 -3.98213 3.19961 -0.006 -0.003 -0.027 -0.058
C 1.39424 -3.14590 3.75315 -0.026 0.037 -0.031 -0.062
C 0.90549 -2.06873 3.02576 0.057 -0.026 -0.037 -0.091
C 2.19789 0.36000 0.05636 0.145 -0.054 -0.175 -0.342
C 3.39147 0.47486 0.77101 -0.055 0.080 -0.007 -0.074
C 4.49393 1.07864 0.18439 -0.031 -0.003 0.012 -0.062
C 4.41201 1.56680 -1.11452 -0.011 0.012 0.013 -0.066
C 3.22373 1.46574 -1.82618 -0.054 -0.031 0.043 -0.069
C 2.11365 0.86298 -1.24542 0.017 -0.043 0.065 -0.100
H -2.89675 -1.73223 1.36409 -0.001 0.049 -0.023 0.071
H -3.42422 -2.85725 3.48152 0.017 -0.008 -0.020 0.114
H -2.34526 -5.01090 4.05225 -0.006 0.017 -0.041 0.113
H -0.71356 -6.02552 2.49838 -0.001 0.023 -0.012 0.114
H -0.12877 -4.88289 0.40294 0.025 0.004 0.020 0.102
H -1.44701 -5.03787 -1.81258 0.017 -0.001 -0.002 0.121
H -0.00177 -6.49985 -3.17272 0.011 0.015 0.011 0.114
H 2.23337 -5.72295 -3.88197 -0.025 0.027 -0.001 0.113
H 3.00671 -3.45213 -3.29137 -0.029 -0.006 0.016 0.112
H 1.55822 -1.96483 -1.95041 -0.002 -0.011 -0.003 0.091
H 2.76159 -2.47149 0.19981 -0.013 0.003 0.022 0.105
H 3.59092 -4.39646 1.49073 -0.034 0.021 0.008 0.113
H 2.72964 -4.82234 3.76975 -0.009 0.026 -0.012 0.113
H 1.02193 -3.33160 4.75207 0.000 0.001 -0.013 0.115
H 0.15205 -1.41499 3.44772 -0.010 -0.021 -0.009 0.078
H 3.45841 0.09683 1.78463 0.018 -0.041 -0.032 0.117
H 5.42223 1.15636 0.73580 -0.028 0.006 -0.006 0.112
H 5.28137 2.01862 -1.57587 -0.023 -0.004 0.016 0.111
H 3.16587 1.83612 -2.84286 -0.010 -0.020 0.031 0.112
H 1.18761 0.76561 -1.80387 0.035 0.007 -0.009 0.081
O -2.97724 1.62410 -2.03602 0.395 -0.138 0.097 -0.153
N -2.21537 1.34043 -3.04390 0.541 -0.195 0.327 -0.579
O -2.50696 1.66440 -4.16165 -0.131 0.071 0.094 0.105
O -1.15039 0.72538 -2.74960 -0.237 0.671 -0.847 -0.162
C -1.95172 5.53099 -0.08581 0.081 -0.034 0.038 -0.057
C -2.05160 3.99199 -0.00934 0.271 -0.137 -0.017 -0.168
N -0.76576 3.36283 -0.34170 0.016 0.425 -0.226 -0.163
C -0.38086 3.72118 -1.70944 -0.108 0.088 0.190 -0.125
C -0.23706 5.25730 -1.85856 -0.032 -0.021 0.098 -0.044
N -0.53929 5.86765 -0.51572 0.000 -0.245 -0.017 -0.085
C 0.45140 5.35542 0.49556 -0.105 -0.035 -0.022 -0.049
C 0.26319 3.81839 0.59340 -0.142 0.063 -0.114 -0.169
H -2.12745 6.01215 0.87371 -0.013 0.006 -0.001 0.125
H -2.62883 5.96228 -0.81894 0.005 0.018 -0.020 0.136
H -2.80682 3.62496 -0.70059 -0.002 -0.016 -0.009 0.109
H -2.33459 3.68997 0.99662 0.081 0.030 -0.020 0.100
H -1.14663 3.37230 -2.39253 -0.036 -0.040 -0.026 0.106
H 0.55166 3.21900 -1.95560 0.057 -0.004 -0.013 0.115
H -0.94229 5.67587 -2.57316 -0.037 0.015 0.013 0.137
H 0.76906 5.56491 -2.13715 0.018 0.029 0.029 0.132
H -0.45526 6.87767 -0.58691 0.014 0.049 0.021 0.186
H 0.24683 5.86104 1.43710 -0.031 0.021 -0.008 0.135
H 1.44320 5.64145 0.15213 0.016 0.019 -0.043 0.132
H -0.03801 3.54733 1.60107 -0.013 -0.034 0.027 0.082
H 1.19618 3.29640 0.37954 0.010 0.023 -0.031 0.115
N -4.68975 4.92265 1.39650 -0.013 -0.078 -0.014 0.128
C -4.79886 3.77179 1.46624 0.224 -0.440 0.027 -0.359
N -4.91908 2.45613 1.55898 -0.851 0.457 0.434 0.111
C -4.09326 1.62320 1.12772 0.681 0.350 -0.669 -0.322
N -3.31442 0.85265 0.71418 -0.884 0.005 0.459 -0.080
```
Positions in Å, forces in eV/Å.

relative energy (zero: lowest compared OMol25 entry of this formula, charge and spin): 44.0 kcal/mol
DFT total energy: -93323.130 eV
total charge: +1

Computed, not measured: a structure of composition C33H33N6O7P2Ru, with wB97M-V/def2-TZVPD.

Geometry as XYZ:
```
82
Properties=species:S:1:pos:R:3:forces:R:3:lowdin_spin:R:1
Ru 0.58997 -0.50342 0.58110 -0.562 1.394 -1.535 0.767
N -1.43020 -1.56260 -1.53218 0.383 0.231 -0.171 -0.010
P -1.37598 -0.02061 -0.79547 -0.072 -0.250 0.069 0.011
C -3.00171 0.36123 -0.15078 -0.022 0.232 -0.067 0.006
C -3.96087 0.85564 -1.04574 -0.005 -0.065 -0.124 0.001
C -5.25197 1.10282 -0.61623 0.041 -0.027 0.081 0.000
C -5.59206 0.88164 0.71270 -0.022 0.018 -0.045 0.000
C -4.64711 0.39845 1.60528 -0.016 0.004 0.029 0.000
C -3.35629 0.13443 1.17981 0.107 -0.096 0.090 0.001
C -0.99573 1.12986 -2.12320 -0.102 0.031 0.006 0.000
C -1.34298 2.47818 -2.00716 -0.141 -0.012 -0.054 0.000
C -1.00355 3.37091 -3.00887 0.026 -0.040 0.013 0.000
C -0.30295 2.93064 -4.12510 -0.007 0.017 -0.023 0.000
C 0.05418 1.59634 -4.24157 0.003 -0.016 0.075 0.000
C -0.28657 0.69834 -3.24087 0.044 -0.004 -0.016 0.000
P 0.00127 -2.13183 -0.91012 -0.709 -1.222 1.428 0.007
C 0.55984 -3.59971 -1.76378 0.467 0.505 -0.372 0.005
C 0.25974 -4.86169 -1.24340 -0.039 -0.040 -0.038 0.000
C 0.61410 -5.98852 -1.96703 0.010 0.032 0.027 0.000
C 1.27177 -5.86335 -3.18322 0.003 -0.025 -0.020 0.001
C 1.58410 -4.61034 -3.69402 0.015 0.008 0.031 0.000
C 1.23419 -3.47631 -2.98326 0.029 0.031 -0.050 0.001
C -0.39358 -2.68169 0.77150 -0.202 -0.307 -0.030 -0.002
C -1.70342 -2.74939 1.30361 0.040 0.048 -0.116 -0.003
C -1.89674 -3.13411 2.60442 0.060 0.042 0.009 0.000
C -0.79908 -3.44800 3.42432 -0.065 0.002 0.016 -0.005
C 0.47905 -3.40642 2.92357 0.016 0.070 -0.120 0.001
C 0.68484 -3.03398 1.58529 0.054 0.138 0.276 -0.004
H -1.84629 -1.80811 -2.42264 -0.176 -0.063 0.108 -0.001
H -3.70781 1.03293 -2.08237 0.030 0.030 -0.024 0.000
H -5.98980 1.47191 -1.31369 -0.014 0.020 -0.027 0.000
H -6.59734 1.09211 1.05133 -0.012 -0.010 0.012 0.000
H -4.91299 0.23535 2.64033 0.004 -0.003 0.020 0.000
H -2.62771 -0.23677 1.88867 -0.056 0.014 -0.059 0.000
H -1.89053 2.83493 -1.14260 -0.036 -0.020 0.009 0.000
H -1.27830 4.41259 -2.91812 -0.022 0.025 0.002 0.000
H -0.03543 3.63057 -4.90417 0.011 0.019 -0.010 0.000
H 0.60366 1.25505 -5.10708 0.009 -0.010 -0.024 0.000
H 0.02102 -0.33488 -3.34329 -0.042 -0.029 -0.008 0.000
H -0.25431 -4.97243 -0.29961 -0.023 0.023 0.012 0.000
H 0.37617 -6.96852 -1.57807 -0.006 -0.013 0.011 0.000
H 1.54601 -6.75118 -3.73617 0.001 -0.013 -0.013 0.000
H 2.10248 -4.52024 -4.63774 0.011 0.007 -0.021 0.000
H 1.48864 -2.49977 -3.37931 -0.018 0.030 -0.001 0.000
H -2.54767 -2.51527 0.66816 -0.020 -0.018 0.000 0.000
H -2.89953 -3.20124 3.00263 -0.029 -0.020 0.009 0.000
H -0.96933 -3.75049 4.44870 0.001 -0.004 0.011 0.000
H 1.32035 -3.69327 3.53954 0.021 0.012 0.008 0.000
H 1.66879 -3.12793 1.16050 0.014 -0.104 -0.059 -0.001
N 2.85938 -1.25425 0.25385 0.095 -0.008 -0.151 0.076
C 3.76468 -1.69232 1.36703 -0.026 0.088 -0.075 0.011
C 4.14532 -0.56532 2.30962 0.095 -0.040 0.132 0.000
C 2.96760 0.15363 2.94479 0.201 -0.170 -0.100 0.004
N 2.21239 0.80091 1.85780 -0.081 -0.247 0.859 0.075
H 2.84751 -2.00204 -0.43866 0.047 0.086 0.033 0.000
H 3.29950 -0.46860 -0.22791 -0.099 -0.059 -0.009 0.000
H 4.67240 -2.12053 0.93524 -0.041 -0.008 0.029 0.004
H 3.26464 -2.48132 1.92644 0.024 0.005 0.008 0.001
H 4.75884 0.16456 1.76943 0.002 0.048 0.023 0.000
H 4.79301 -0.97060 3.08884 -0.023 -0.061 -0.043 0.000
H 3.33051 0.87641 3.67958 -0.005 0.001 -0.060 0.002
H 2.29756 -0.53829 3.46409 0.090 0.001 -0.014 0.001
H 2.87766 1.21699 1.20862 -0.221 0.086 -0.073 0.002
H 1.66915 1.56371 2.24180 0.045 0.056 0.021 0.001
O 0.41109 7.46470 0.95368 0.093 0.154 -0.088 0.000
N -0.03430 6.59164 1.65760 -0.024 -0.161 -0.067 0.000
O -0.63743 6.73594 2.69395 -0.103 0.053 0.171 0.000
C 0.17042 5.20475 1.19984 -0.072 -0.110 0.105 0.000
C 0.96345 4.97048 0.08389 -0.029 -0.087 0.071 0.000
C 1.17525 3.67617 -0.32046 -0.006 0.195 0.016 0.000
C 0.59721 2.54764 0.32576 -0.185 0.015 0.057 -0.001
O 0.76101 1.38906 -0.19086 0.736 -0.301 -0.117 -0.007
C -0.21552 2.87352 1.45245 -0.184 -0.132 0.212 -0.001
C -0.42944 4.18123 1.88912 0.185 0.068 -0.256 0.000
N -0.92279 1.85277 2.21999 0.277 0.148 -0.225 0.005
O -0.56151 0.65378 2.15921 0.076 -0.145 0.152 0.031
O -1.82715 2.18404 2.93107 -0.029 -0.032 0.055 0.021
N 2.05103 3.49031 -1.49420 0.153 -0.058 0.419 0.000
O 2.18276 4.44115 -2.22290 -0.090 0.110 -0.328 0.000
O 2.62664 2.42710 -1.61230 0.120 -0.071 -0.075 0.000
H 1.41581 5.79466 -0.45174 -0.019 -0.015 0.010 0.000
H -1.04902 4.38627 2.75073 0.015 0.017 -0.014 0.000
```
Positions in Å, forces in eV/Å.

<S²>: 0.759
relative energy (zero: lowest compared OMol25 entry of this formula, charge and spin): 0.0 kcal/mol
2S+1: 2
DFT total energy: -79167.040 eV
total charge: +2